1.
This record from the OMol25 dataset describes a molecular structure, C34H34N3O3PSTi. The level of theory is the ωB97M-V functional and the def2-TZVPD basis.

## Properties
⟨S²⟩ = 2.0038
multiplicity = 3

```
77
C34H34N3O3PSTi | the OMol25 dataset | the ωB97M-V functional and the def2-TZVPD basis
H -0.919 4.871 1.054
H 2.605 2.196 3.837
S 0.648 -2.387 1.627
H -0.953 1.952 2.430
H 0.828 0.228 -2.487
O 1.592 -1.759 0.666
H -2.407 -2.497 -3.269
H 1.479 2.453 2.511
H -3.279 -0.268 -2.868
C 2.355 5.172 0.097
P -1.192 -1.163 -0.841
H -3.238 -5.731 -0.330
C -5.821 -0.387 -0.692
C 5.477 -0.318 0.994
H -5.580 -0.761 1.367
N -0.601 2.205 0.392
C 0.353 3.309 0.324
C 1.795 1.749 3.254
C -1.373 2.334 -0.841
C -0.479 -4.729 1.267
O 1.264 -3.138 2.668
C 4.516 -0.155 1.977
H -6.904 -0.190 -0.670
C -3.715 -1.021 0.363
Ti 0.514 0.215 0.805
O -0.267 -1.336 2.136
H -2.117 3.093 1.635
H 0.194 -5.044 2.014
C -3.771 -0.430 -1.930
C 0.302 -0.410 -3.124
H 5.925 0.074 -1.108
C -2.312 -3.785 -0.622
H -2.259 1.386 1.376
N 2.239 0.456 2.687
C -5.074 -0.746 0.422
C -5.127 -0.161 -1.872
H -3.214 -1.323 1.259
H 3.806 1.149 -1.578
H 6.384 -0.819 1.210
H -2.088 1.543 -0.964
H 3.136 5.956 0.039
C -1.515 2.166 1.514
H 0.835 6.581 0.715
H 0.410 -1.557 -6.329
C 5.220 0.193 -0.281
C -0.437 -3.438 0.771
H -5.647 0.134 -2.772
C 2.657 3.826 -0.166
C -1.075 -2.063 -4.871
C -3.032 -0.867 -0.849
C 0.701 -0.477 -4.457
H 4.696 -0.559 2.965
C 1.635 2.873 -0.013
N 1.816 1.526 0.145
H -0.681 2.320 -1.714
H -3.033 -3.451 -1.358
H 1.412 -0.633 4.276
H -1.660 -6.553 1.232
H -1.664 -2.633 -5.597
C -2.402 -5.070 -0.115
C 2.391 -0.476 3.839
H 3.037 -0.024 4.588
H 2.784 -1.455 3.483
C -1.527 -1.945 -3.550
C -1.510 -5.551 0.814
C 0.050 4.608 0.635
C 4.057 0.897 -0.557
H -1.969 3.242 -0.811
C 0.053 -1.381 -5.333
H 3.694 3.502 -0.331
C 3.086 1.006 0.451
C -1.289 -2.941 -0.200
C -0.754 -1.216 -2.659
H 1.586 0.027 -4.850
H 0.981 1.559 3.929
C 3.296 0.473 1.737
C 1.075 5.574 0.505
```

=====

2.
This record from the OMol25 dataset describes a molecular structure, C34H35BrCaN4O. The level of theory is the ωB97M-V functional and the def2-TZVPD basis.

## Properties
multiplicity = 1

```
76
C34H35BrCaN4O | the OMol25 dataset | the ωB97M-V functional and the def2-TZVPD basis
Br -6.109 3.413 0.087
C -4.069 1.624 0.921
C -2.266 0.955 -3.764
C -1.865 -2.414 1.540
H -2.078 1.602 -4.613
C 3.415 -0.989 -0.464
H 3.322 0.453 -2.877
C -2.677 -0.242 1.509
H 2.113 2.213 -2.008
H -2.974 -1.442 -0.883
C -0.691 -3.232 1.590
C 1.576 -4.777 1.636
H -2.182 -6.284 2.061
H 2.112 0.732 3.402
H -4.366 1.396 -3.721
H -3.577 -0.564 2.055
C 2.518 0.267 -3.590
C 2.432 -0.343 0.301
N -1.713 -1.071 1.303
C -1.406 -0.572 -2.072
C 5.214 -0.297 0.975
C -1.683 1.812 0.418
C 4.766 -0.962 -0.158
O -0.468 1.426 0.505
C 1.481 3.286 3.210
C -3.213 -4.433 1.775
N 2.266 2.494 2.258
C -3.274 3.523 -0.319
H 3.267 2.594 2.470
H 2.708 0.864 -4.499
H 2.501 -5.333 1.638
H 2.523 -2.871 1.274
N 1.244 0.588 -2.974
H -1.175 3.618 -0.631
H -4.197 -4.878 1.805
C -2.731 -0.733 -1.667
H 2.538 -0.788 -3.859
C 4.281 0.308 1.792
C -3.794 -0.062 -2.255
C -3.101 -3.057 1.591
H 0.428 3.213 2.938
H -3.475 4.443 -0.850
H 0.954 0.839 2.037
H 0.300 -6.471 1.956
C 1.222 1.987 -2.594
H 0.307 -0.705 -4.298
H -4.804 -0.232 -1.901
C -0.820 -4.639 1.785
C -1.214 0.256 -3.184
C -2.778 1.080 0.981
H 1.023 2.670 0.586
H 0.099 1.011 -4.708
Ca 0.095 -0.542 -0.233
H 1.782 4.333 3.178
C 2.039 2.966 0.883
C -1.993 3.053 -0.200
H 4.607 0.794 2.709
H 0.341 2.168 -1.985
H 1.617 2.910 4.223
C 0.368 -5.401 1.813
C -4.313 2.794 0.252
H 6.268 -0.258 1.217
C 1.589 -3.392 1.434
C 0.133 0.289 -3.870
H -4.007 -2.488 1.441
C 1.981 1.023 2.356
H 2.175 4.045 0.821
C 2.929 0.281 1.451
H 3.104 -1.544 -1.341
C -2.096 -5.219 1.904
H 1.200 2.655 -3.472
N 0.507 -2.648 1.420
H 2.734 2.460 0.216
H 5.482 -1.463 -0.797
C -3.557 0.829 -3.282
H -4.895 1.076 1.353
```

=====

3.
This record from the OMol25 dataset describes a molecular structure, C34H35N4O3ReS2. The level of theory is the ωB97M-V functional and the def2-TZVPD basis.

## Properties
⟨S²⟩ = 0.7568
charge = +1
multiplicity = 2

```
79
C34H35N4O3ReS2 | the OMol25 dataset | the ωB97M-V functional and the def2-TZVPD basis
O 1.195 1.879 -0.229
H 2.759 -1.518 0.584
H 0.451 -1.282 -1.786
O -0.093 -0.529 0.314
O 0.133 1.501 1.616
C 0.786 -4.144 -0.271
C -0.215 -1.237 1.362
H 5.698 2.403 3.845
S -3.030 0.546 0.483
H 5.827 1.888 1.433
H -0.548 1.825 -3.478
Re -0.973 1.350 -0.176
C 0.734 -4.311 3.003
C 1.229 1.775 1.030
H -2.126 -0.138 -3.825
H -0.548 4.027 -4.026
H -3.315 3.781 -2.679
H -2.143 2.373 -3.984
C -0.376 4.436 -3.039
C 0.361 5.608 -2.906
H -0.423 -2.698 5.355
H 4.123 -2.466 -1.267
C 1.239 -3.014 0.395
H -1.722 -3.623 4.594
C -3.140 3.112 -1.835
C -3.832 -2.066 0.120
C 3.190 -2.934 -0.986
S -1.404 3.490 0.699
C -3.010 -1.032 -0.314
C -2.120 -1.281 -1.364
H 3.349 -4.490 -2.452
H 0.765 6.086 -3.787
N 0.123 -3.062 2.597
C 2.466 1.948 1.811
C 2.754 -4.072 -1.651
H -1.950 -1.909 4.961
C -0.716 -2.265 3.282
H 1.151 7.069 -1.557
C -2.861 -3.556 -1.496
C 4.789 2.273 3.272
C 2.436 -2.403 0.049
C -3.758 -3.321 -0.467
H -3.281 3.642 -0.900
C 3.700 1.831 1.179
C 2.389 2.233 3.170
C -0.872 3.827 -1.902
H 0.233 5.970 0.464
N 0.449 -2.428 1.424
H 3.506 2.641 4.952
H 1.221 -5.566 -1.811
H -4.402 -4.116 -0.117
H 1.419 2.327 3.640
H -0.165 -4.583 0.000
C -0.665 4.375 -0.639
H -3.173 0.545 -2.582
H 1.710 -4.403 2.535
H -0.167 -1.009 -3.435
C -1.596 1.867 -3.188
C -2.041 -2.530 -1.951
C -0.020 -0.566 -2.448
H 0.117 -5.164 2.720
H -1.349 -2.724 -2.758
C 1.558 -4.679 -1.291
C 0.574 6.159 -1.653
C 4.863 1.984 1.915
N -1.327 -0.143 -1.864
C 3.556 2.404 3.898
H -3.826 2.272 -1.866
H -1.581 -0.296 2.834
H -4.522 -1.880 0.933
C -2.145 0.494 -2.936
C 0.061 5.548 -0.517
H -2.801 -4.533 -1.957
C -1.231 -2.650 4.623
H 0.866 -4.301 4.082
N -1.721 2.625 -1.920
H 3.732 1.632 0.115
C -0.954 -1.122 2.552
H 0.631 0.300 -2.533
```

=====

Sequential ΔE to the lowest compared entry with this formula, charge and spin output: 0.394; 0.691; 0.000 eV